Record 1
Formula: C32H39F40NO7P
Source: OMol25
Level of theory: wB97M-V/def2-TZVPD

```
120
Properties=species:S:1:pos:R:3
C -5.3635 12.7069 -0.2111
C -6.4379 11.9493 -0.9821
O -6.0865 10.6098 -1.2549
C -6.2172 9.8173 -0.2320
O -6.3717 10.1803 0.8597
C -6.1977 8.3698 -0.5819
C -5.2115 8.0955 -1.7207
C -3.7978 8.5893 -1.4707
P -2.9773 9.2447 -3.1044
C -2.3339 9.8189 -4.8144
N -3.3794 10.1744 -5.7702
H -5.2444 13.6847 -0.6326
H -5.6534 12.7424 0.8178
H -4.4562 12.1429 -0.2492
H -6.5078 12.4253 -1.9396
H -7.4067 12.0465 -0.5290
H -7.1864 8.1660 -0.9709
H -6.0551 7.7607 0.2847
H -5.1802 7.0380 -1.9118
H -5.6126 8.5539 -2.6123
H -3.7150 9.3064 -0.6621
H -3.2139 7.7244 -1.1768
H -3.5302 8.0123 -3.7763
H -1.7713 8.5019 -2.8501
H -2.3893 10.4140 -2.4070
H -4.2234 10.0066 -3.3711
H -1.7641 9.0294 -5.2886
H -1.6653 10.6689 -4.7227
H -3.8394 9.3391 -6.0782
H -4.0332 10.8155 -5.3591
C -2.2145 4.5874 -2.4848
C -0.9060 5.3437 -2.2088
C 0.3880 4.7116 -2.7212
F 0.6041 3.4808 -2.1919
F 1.4409 5.4888 -2.3692
F -0.8115 5.6012 -0.8827
F -1.0313 6.5273 -2.8347
O -2.7223 3.7433 -1.4516
C -2.2416 2.4771 -1.3099
C -1.4638 2.3113 -0.0053
F -0.4667 3.2035 0.0948
F -0.9073 1.0683 0.0363
F -1.5132 2.1025 -2.3781
F -3.3078 1.6486 -1.2514
H -2.9743 5.3615 -2.5897
H -2.1892 4.0703 -3.4426
H 0.3707 4.6326 -3.8113
H -2.1254 2.4325 0.8543
C 0.2902 -1.3168 1.9159
C -1.0554 -1.5827 2.6156
C -1.0901 -1.4547 4.1397
F -0.2310 -2.3063 4.7397
F -2.3352 -1.7551 4.5813
F -1.5232 -2.7911 2.2347
F -1.9309 -0.6613 2.1385
O 1.0958 -2.4489 1.6014
C 1.9119 -3.0011 2.5517
C 1.4683 -4.4089 2.9490
F 0.1921 -4.4228 3.3731
F 2.2440 -4.8546 3.9702
F 2.0341 -2.1850 3.6098
F 3.1386 -3.1027 1.9906
H 0.0414 -0.9000 0.9444
H 0.8653 -0.5422 2.4207
H -0.8540 -0.4318 4.4463
H 1.5613 -5.0946 2.1049
C -0.0807 -7.1174 6.6169
C 1.1866 -6.7673 7.4141
C 2.5301 -6.9980 6.7225
F 2.7071 -8.2899 6.3721
F 3.5349 -6.6684 7.5712
F 1.1538 -7.4027 8.6060
F 1.1181 -5.4355 7.6814
O -0.6689 -8.3904 6.8392
C -0.1824 -9.4910 6.1808
C 0.4736 -10.4860 7.1386
F 1.4445 -9.9003 7.8609
F 1.0326 -11.4900 6.4246
F 0.6426 -9.1321 5.1823
F -1.2388 -10.1083 5.6156
H -0.8391 -6.4176 6.9599
H 0.0430 -6.9157 5.5538
H 2.6149 -6.3704 5.8323
H -0.2705 -10.9025 7.8206
C 6.0164 -0.5190 -2.4809
C 7.3298 -1.0430 -1.8761
C 7.8619 -2.3750 -2.4080
F 6.9857 -3.3827 -2.2169
F 9.0008 -2.6935 -1.7461
F 7.2179 -1.0848 -0.5331
F 8.2836 -0.1133 -2.1596
O 4.8150 -0.7894 -1.7799
C 4.1868 -1.9982 -1.9433
C 4.2143 -2.8292 -0.6625
F 5.4715 -3.0073 -0.2159
F 3.6867 -4.0595 -0.8968
F 4.6971 -2.6689 -2.9954
F 2.8996 -1.7374 -2.2306
H 6.0966 0.5650 -2.4494
H 5.9279 -0.7751 -3.5358
H 8.0942 -2.2990 -3.4741
H 3.6375 -2.3467 0.1161
C 0.4939 -7.2704 -2.8609
C 1.0114 -8.0963 -4.0503
C 1.3217 -9.5719 -3.7934
F 2.2653 -9.7315 -2.8443
F 1.7910 -10.1309 -4.9356
F 2.0801 -7.4785 -4.5913
F 0.0282 -8.0730 -4.9930
O 1.4369 -6.5037 -2.1324
C 2.1858 -7.0982 -1.1491
C 3.6701 -7.1534 -1.5134
F 3.8619 -7.7750 -2.6928
F 4.3398 -7.8514 -0.5663
F 1.6943 -8.3113 -0.8380
F 2.0603 -6.3311 -0.0439
H -0.1676 -6.5240 -3.2944
H -0.1320 -7.8666 -2.1981
H 0.4172 -10.1094 -3.4944
H 4.0871 -6.1498 -1.5754
```

LUMO energy = 1.326 eV
total charge = -1
ΔE to the lowest compared entry with this formula, charge and spin = 0.0 kJ/mol
F_max = 5.290 eV/Å
E_tot = -167624.760 eV

Atom charges from the Mulliken analysis, given in e for atoms 1 to 4: number 1, C, carries -1.0814; number 2, C, carries -0.3845; number 3, O, carries -0.2159; number 4, C, carries 0.4128


Record 2
Formula: C32H39N6P2SSe2V
Source: OMol25
Level of theory: wB97M-V/def2-TZVPD

```
83
Properties=species:S:1:pos:R:3
V -1.1782 1.8933 -2.2071
N -1.2012 2.0863 -4.3792
C -2.1599 3.1324 -4.8275
C -3.3039 3.2623 -3.8280
N -2.8141 3.2867 -2.4229
C -2.3662 4.6260 -1.9464
C -0.9366 4.9376 -2.3879
N -0.0454 3.7471 -2.2227
H -0.2784 2.2574 -4.7732
H -1.4691 1.1802 -4.7585
H -2.5610 2.9013 -5.8151
H -1.6124 4.0667 -4.9232
H -3.9760 2.4062 -3.9155
H -3.8883 4.1579 -4.0484
H -3.5817 2.9840 -1.8289
H -2.4202 4.6127 -0.8576
H -3.0423 5.4079 -2.2983
H -0.5591 5.7809 -1.8096
H -0.9047 5.2362 -3.4327
H 0.3721 3.7766 -1.2933
H 0.7333 3.8178 -2.8735
Se 4.3843 -0.2997 -0.3091
P 2.8278 -1.6351 0.1699
C 2.4540 -1.7797 1.9290
C 3.3000 -1.1858 2.8583
C 3.0691 -1.3746 4.2137
C 1.9920 -2.1374 4.6385
C 1.1469 -2.7346 3.7109
C 1.3872 -2.5692 2.3572
C 3.0017 -3.3171 -0.4487
C 2.9884 -3.5480 -1.8265
C 3.2223 -4.8237 -2.3109
C 3.4897 -5.8645 -1.4321
C 3.5290 -5.6331 -0.0667
C 3.2876 -4.3613 0.4314
C 1.3281 -0.9431 -0.6326
C 0.3064 -0.0981 -0.1855
N -0.2416 0.3813 -1.3229
N 0.3448 -0.1263 -2.3727
N 1.2950 -0.9402 -1.9879
P -0.3705 0.7143 1.2554
Se -1.5328 2.3739 0.3519
C 0.9248 1.3546 2.2908
C 0.8329 1.3234 3.6807
C 1.8329 1.9135 4.4378
C 2.9211 2.5039 3.8133
C 3.0252 2.5056 2.4274
C 2.0241 1.9421 1.6599
C -1.5179 -0.3254 2.1407
C -2.3119 0.2573 3.1328
C -3.2276 -0.5235 3.8179
C -3.3675 -1.8688 3.5014
C -2.6015 -2.4384 2.4951
C -1.6738 -1.6685 1.8105
H 4.1379 -0.5958 2.5092
H 3.7375 -0.9300 4.9380
H 1.8188 -2.2873 5.6956
H 0.3212 -3.3483 4.0442
H 0.7782 -3.0930 1.6312
H 2.8096 -2.7303 -2.5088
H 3.2112 -5.0041 -3.3769
H 3.6825 -6.8573 -1.8153
H 3.7562 -6.4421 0.6137
H 3.3357 -4.1891 1.4980
H 0.0046 0.8336 4.1716
H 1.7669 1.8995 5.5167
H 3.7035 2.9535 4.4099
H 3.8948 2.9276 1.9437
H 2.1258 1.9217 0.5806
H -2.2276 1.3135 3.3577
H -3.8392 -0.0818 4.5918
H -4.0867 -2.4734 4.0365
H -2.7241 -3.4834 2.2442
H -1.0748 -2.1079 1.0242
C -3.0188 -1.0125 -1.1334
S -3.0800 0.1903 -2.4710
C -2.7479 -0.9141 -3.8615
H -2.0784 -1.5591 -1.1705
H -3.8673 -1.6835 -1.2460
H -3.1008 -0.4681 -0.1955
H -3.4206 -1.7642 -3.7702
H -1.7100 -1.2435 -3.8444
H -2.9852 -0.4024 -4.7928
```

LUMO energy (spin up / spin down) = -6.341 / -5.465 eV
total charge = +2
ΔE to the lowest compared entry with this formula, charge and spin = 0.0 kJ/mol
F_max = 0.634 eV/Å
multiplicity = 3
E_tot = -228540.706 eV

Atom charges from the Mulliken analysis, given in e for atoms 1 to 4: number 1, V, carries -0.0928; number 2, N, carries -0.3426; number 3, C, carries -0.5780; number 4, C, carries -0.5860


Record 3
Formula: C32H40AsNO7PtS3
Source: OMol25
Level of theory: wB97M-V/def2-TZVPD

```
85
Properties=species:S:1:pos:R:3
Pt 1.1125 -1.2092 -0.6011
O 5.2077 0.3966 -0.2464
S 3.9183 -0.0174 0.2641
O 3.8076 -0.3829 1.6381
O 3.3601 -1.0995 -0.6194
C 2.8053 1.3526 -0.1828
C 3.8681 1.8791 -2.4749
C 2.3768 3.2475 -1.8333
C 1.0714 3.5777 -1.1469
C 0.7669 2.9833 0.0091
C 1.4215 1.7211 0.4727
S 1.1146 1.0650 2.1390
O -0.2422 1.5100 2.4471
O 2.1795 1.7406 2.8888
O 1.2277 -0.3962 2.0660
H 4.6984 1.2820 -2.8041
H 2.9075 4.2016 -2.0437
H 0.5278 4.4365 -1.3990
H 0.0063 3.3199 0.6089
C 3.3015 4.4114 1.4690
N 4.5644 3.7248 1.0121
C 4.8202 2.6138 1.9539
C 4.5996 3.2808 -0.4340
C 3.4356 2.3802 -1.1128
C 2.6875 2.4873 -3.1846
C 1.7915 1.4074 -3.7233
C 0.9161 0.6273 -3.0975
C 0.6100 0.6051 -1.6883
C 1.4910 0.7982 -0.6449
H 3.4204 5.1615 2.2850
H 2.6406 3.5920 1.7688
H 2.8553 5.1023 0.7158
H 5.3118 4.3833 1.0409
H 4.0001 2.0035 2.0746
H 5.0123 2.9797 2.9639
H 5.7287 2.1307 1.6528
H 5.5114 2.6994 -0.5497
H 4.7701 4.1917 -0.9929
H 2.9752 3.1080 -4.0191
H 1.8021 1.2867 -4.8015
H 0.4214 -0.0851 -3.7326
H -0.4806 0.8848 -1.4320
C 2.7992 -3.4581 1.7657
As 1.4551 -3.4407 0.3163
C 2.0495 -4.6736 -0.9989
C 0.1492 -4.6983 1.0498
H 2.9775 -4.4897 2.1028
H 2.5350 -2.8544 2.5801
H 3.7064 -3.0901 1.3232
H 2.3569 -5.6605 -0.6161
H 2.9112 -4.4005 -1.6093
H 1.2743 -4.8294 -1.7054
H 0.7514 -5.4988 1.5441
H -0.3833 -5.1320 0.2226
H -0.5494 -4.2607 1.6859
O -2.8396 0.9347 -0.3590
S -2.4490 -0.4837 -0.1995
C -3.8692 -1.6197 -0.3920
C -4.5557 -1.6282 -1.7030
C -5.6264 -0.7674 -1.7758
C -6.3897 -0.6555 -2.9441
C -6.0677 -1.4762 -4.0318
C -4.9796 -2.3455 -3.9249
C -4.2244 -2.4204 -2.7823
C -2.2379 -0.8265 1.5369
C -3.4922 -0.7907 2.4385
C -4.1490 -1.9672 2.7270
C -5.3600 -1.9427 3.3973
C -5.9488 -0.7121 3.6851
C -5.3180 0.4823 3.3339
C -4.0370 0.4737 2.7834
H -4.5179 -1.3936 0.4192
H -3.3295 -2.5773 -0.1362
H -5.8210 -0.1320 -0.9302
H -7.2239 0.0464 -3.0249
H -6.5950 -1.4227 -4.9578
H -4.7933 -3.0144 -4.7705
H -3.3911 -3.1361 -2.7018
H -1.4011 -0.1733 1.8654
H -1.7138 -1.7855 1.6022
H -3.7638 -2.9558 2.4862
H -5.8775 -2.8614 3.7059
H -6.9562 -0.6477 4.1463
H -5.7894 1.4344 3.6169
H -3.6375 1.4679 2.5231
```

LUMO energy (spin up / spin down) = -0.142 / -0.737 eV
ΔE to the lowest compared entry with this formula, charge and spin = 389.8 kJ/mol
F_max = 3.006 eV/Å
multiplicity = 3
E_tot = -146238.051 eV

Atom charges from the Mulliken analysis, given in e for atoms 1 to 4: number 1, Pt, carries 0.8343; number 2, O, carries -0.8068; number 3, S, carries 2.0090; number 4, O, carries -0.6031


Record 4
Formula: C32H40BCl5F2LaN4O3P
Source: OMol25
Level of theory: wB97M-V/def2-TZVPD

```
89
Properties=species:S:1:pos:R:3
La -0.4821 -1.2386 0.8295
O -2.0973 -3.7162 -2.5978
C -3.0984 -2.9059 -3.0161
C -3.7211 -3.2124 -4.2257
C -4.7444 -2.4185 -4.7069
C -5.1634 -1.3071 -3.9806
C -4.5399 -1.0075 -2.7781
C -3.5038 -1.7898 -2.2772
C -2.8427 -1.4724 -0.9710
O -1.9223 -2.3339 -0.5260
N -3.2231 -0.4120 -0.3625
N -2.5408 -0.0450 0.8208
C -3.3889 0.5377 1.6782
C -3.1560 1.1053 2.9523
C -4.2810 1.6865 3.6171
C -4.2090 2.2760 4.8558
C -2.9918 2.3247 5.5483
C -1.8741 1.7449 4.9509
C -1.9563 1.1618 3.7070
O -0.8152 0.5351 3.1720
H -1.8343 -3.3842 -1.7295
H -3.3835 -4.0864 -4.7683
H -5.2169 -2.6674 -5.6499
H -5.9692 -0.6816 -4.3464
H -4.8409 -0.1494 -2.1903
H -4.4251 0.5603 1.3542
H -5.2318 1.6465 3.0951
H -5.1041 2.6940 5.3027
H -2.9151 2.7783 6.5275
H -0.9305 1.7404 5.4765
Cl -2.7275 -2.2962 3.3220
C -1.2127 -3.1660 3.5676
C -0.2305 -2.9421 2.6288
C 0.9466 -3.6280 2.8355
Cl 2.2603 -3.2500 1.7034
C 1.1567 -4.5363 3.8581
Cl 2.6380 -5.4593 3.9601
C 0.1443 -4.7089 4.7949
Cl 0.3829 -5.8053 6.1384
C -1.0493 -3.9958 4.6654
Cl -2.3102 -4.1441 5.8558
N 0.7702 -3.0316 -1.1597
H 1.7406 -2.9951 -1.4457
H 0.1920 -2.9294 -1.9882
H 0.5937 -3.9637 -0.7964
C 1.7349 2.9238 1.1485
C 2.7500 2.4374 0.0908
C 3.4194 3.6453 -0.5629
C 3.8061 1.6453 0.8820
P 1.8606 1.1891 -1.0364
N 0.9374 0.2770 -0.2109
C 3.1880 0.2083 -1.9627
C 3.6879 -0.9119 -1.0253
C 2.4792 -0.5103 -3.1256
C 4.3828 0.9878 -2.5114
C 0.8752 2.1656 -2.3392
C 0.0422 3.2201 -1.5847
C -0.1637 1.2126 -2.9707
C 1.6707 2.8602 -3.4457
H 2.2737 3.2548 2.0435
H 1.0629 2.1082 1.4274
H 1.1252 3.7562 0.8038
H 3.9540 4.2097 0.2109
H 2.6979 4.3253 -1.0158
H 4.1465 3.3656 -1.3251
H 4.1325 2.2479 1.7360
H 4.6896 1.4192 0.2876
H 3.3961 0.7107 1.2729
H 2.8711 -1.3049 -0.4186
H 4.4743 -0.5797 -0.3505
H 4.1021 -1.7306 -1.6268
H 1.5350 -0.9549 -2.8025
H 3.1257 -1.3151 -3.4933
H 2.2754 0.1528 -3.9659
H 5.0109 1.3939 -1.7188
H 4.0904 1.8079 -3.1683
H 5.0064 0.3014 -3.0976
H -0.4762 2.7788 -0.7289
H -0.7176 3.6199 -2.2654
H 0.6438 4.0592 -1.2396
H -0.5734 0.5332 -2.2225
H 0.2461 0.6225 -3.7895
H -0.9959 1.8004 -3.3730
H 2.4364 3.5330 -3.0591
H 0.9774 3.4605 -4.0477
H 2.1516 2.1525 -4.1212
F 1.3262 -0.2098 2.9509
B 0.4767 0.6053 3.5645
F 0.9726 1.4149 4.4854
```

LUMO energy (spin up / spin down) = 3.810 / 3.810 eV
total charge = -2
ΔE to the lowest compared entry with this formula, charge and spin = 138.5 kJ/mol
F_max = 3.631 eV/Å
E_tot = -124814.310 eV

Atom charges from the Mulliken analysis, given in e for atoms 1 to 4: number 1, La, carries 0.3299; number 2, O, carries -0.8111; number 3, C, carries 0.3350; number 4, C, carries -0.6522


Record 5
Formula: C32H40BF4GeNPRuS
Source: OMol25
Level of theory: wB97M-V/def2-TZVPD

```
82
Properties=species:S:1:pos:R:3
Ru 0.5215 1.0205 0.6381
S 2.9516 0.7278 1.0965
C 2.3350 0.2448 2.6439
C 3.1312 -0.3258 3.6368
C 2.5277 -0.7035 4.8201
C 1.1560 -0.5289 4.9700
C 0.4412 0.0538 3.9400
N 1.0170 0.4521 2.8153
H 4.1864 -0.4585 3.4564
H 3.1123 -1.1329 5.6187
H 0.6487 -0.8281 5.8719
H -0.6255 0.2070 4.0193
C 2.8120 4.0516 -0.4758
C 1.5644 4.4707 0.2945
C 1.8162 4.3938 1.8027
P 0.1587 3.3047 -0.0585
C -1.2950 4.1224 0.7855
C -1.7237 5.4702 0.2213
C -2.4590 3.1341 0.7745
C -0.2441 3.2935 -1.8895
C 0.0214 4.5738 -2.6773
C 0.4741 2.1049 -2.5413
H 3.6431 4.7038 -0.2180
H 2.6629 4.1186 -1.5494
H 3.0919 3.0283 -0.2225
H 1.2719 5.4853 0.0045
H 1.8108 3.3434 2.1235
H 1.0610 4.9348 2.3687
H 2.7881 4.8155 2.0471
H -0.9673 4.2461 1.8259
H -2.1390 5.3471 -0.7752
H -0.8998 6.1768 0.1783
H -2.4982 5.9021 0.8520
H -2.9685 3.1527 -0.1852
H -3.1831 3.3766 1.5492
H -2.0799 2.1149 0.9508
H -1.3239 3.0812 -1.8989
H 1.0868 4.7418 -2.8073
H -0.4094 5.4495 -2.2020
H -0.4208 4.4747 -3.6676
H 1.5240 2.3301 -2.7174
H 0.0120 1.8677 -3.4981
H 0.4254 1.2042 -1.9047
C -4.5632 -4.9740 -2.4006
C -4.0781 -5.0596 -1.1046
C -3.7429 -3.9101 -0.4115
C -3.8895 -2.6732 -1.0266
C -4.3859 -2.5844 -2.3214
C -4.7293 -3.7374 -3.0034
Ge -3.4775 -0.9842 -0.0821
C -3.7873 -0.9265 1.8948
C -4.8034 -1.7515 2.3663
C -5.1618 -1.7049 3.7035
C -4.5091 -0.8431 4.5700
C -3.4991 -0.0198 4.0974
C -3.1382 -0.0589 2.7622
C -3.9437 0.6608 -1.1256
C -3.3402 0.9814 -2.3359
C -3.7569 2.0958 -3.0437
C -4.7872 2.8852 -2.5572
C -5.4041 2.5589 -1.3602
C -4.9767 1.4563 -0.6398
H -4.8085 -5.8729 -2.9459
H -3.9584 -6.0244 -0.6371
H -3.3500 -3.9699 0.5941
H -4.5108 -1.6120 -2.7827
H -5.1232 -3.6657 -4.0054
H -5.3146 -2.4256 1.6899
H -5.9544 -2.3409 4.0658
H -4.7834 -0.8179 5.6142
H -3.0036 0.6641 4.7708
H -2.3232 0.5586 2.4015
H -2.5397 0.3656 -2.7203
H -3.2782 2.3439 -3.9796
H -5.1083 3.7542 -3.1111
H -6.2142 3.1640 -0.9818
H -5.4518 1.2107 0.3008
F -1.1943 -0.4267 -0.8480
B -0.5290 -1.4612 -0.0547
F -1.0612 -2.6529 -0.3730
F 0.8147 -1.3155 -0.2441
F -0.8786 -1.0799 1.2489
```

LUMO energy (spin up / spin down) = -3.641 / -3.639 eV
total charge = +1
ΔE to the lowest compared entry with this formula, charge and spin = 252.9 kJ/mol
F_max = 1.776 eV/Å
E_tot = -126091.021 eV

Atom charges from the Mulliken analysis, given in e for atoms 1 to 4: number 1, Ru, carries 0.3464; number 2, S, carries -0.3810; number 3, C, carries 0.7036; number 4, C, carries -0.9007